Molecular formula: C5H8O2
Method: DFT, ωB97M-V/def2-TZVPD

XYZ file:
```
15
Properties=species:S:1:pos:R:3:forces:R:3:mulliken_charge:R:1
C -2.197 0.981 0.742 -0.0089 -0.0293 -0.0039 -0.829
C -0.055 -0.885 -0.754 0.0265 0.1914 -0.0718 -0.815
C 0.652 0.087 -1.468 -0.2965 0.0945 -0.3206 0.187
O 1.851 0.577 -0.848 -0.0781 -0.0316 0.0139 -0.414
C 1.727 -0.826 -0.734 0.4631 -0.3178 0.1425 -0.188
C 0.849 -1.099 0.455 0.0823 -0.2853 0.0130 0.303
O 0.980 -0.193 1.502 0.0612 0.1897 -0.0899 -0.564
H -2.600 1.863 0.240 0.0467 -0.0898 0.0437 0.276
H -1.154 1.150 1.016 -0.1500 0.0087 -0.0332 0.102
H -2.767 0.789 1.653 0.0290 -0.0007 -0.1222 0.285
H -2.257 0.115 0.075 -0.0370 0.1674 0.1489 0.221
H 0.555 0.343 -2.519 -0.0041 -0.0444 0.1572 0.340
H 2.380 -1.455 -1.329 -0.1172 0.0951 0.0935 0.357
H 0.808 -2.105 0.864 -0.0004 0.1410 -0.1060 0.384
H 1.230 0.657 1.107 -0.0166 -0.0890 0.1349 0.353
```
Forces are in eV/Å.

**HOMO level**: -0.323 Ha
**Energy above the lowest of the compared OMol25 structures with the same formula, charge and spin**: 130.01 kcal per mole
**Calculated total energy**: -9404.194 eV
**HOMO-LUMO gap**: 9.6 eV
**Multiplicity**: 1